DFT (ωB97M-V with the def2-TZVPD basis set) results for 9 unconnected molecules or ions with the total composition C35H68O18S7 in a non-equilibrium geometry.

Calculated values
energy relative to the best compared isomer or geometry (same formula, charge and spin)	4.095	eV
E_HOMO	-9.88	eV
E	-150090.2818	eV
lowest unoccupied orbital energy	-0.374	eV
F_max	4.50	eV/Å
gap between HOMO and LUMO	9.50	eV
structure (SMILES)	C[C@H]1COC(=O)O1.O=S1(=O)CCCC1.O=S1(=O)CCCC1.O=S1(=O)CCCC1.O=S1(=O)CCCC1.O=S1(=O)CCCC1.O=S1(=O)CCCC1.O=S1(=O)CCCC1.CC(C)=O

Last columns: bonded neighbours and bond lengths (Å).
Geometry (Å):
1 H -1.6200 -1.0014 -1.1332  C41 1.090
2 O -8.4052 1.9628 2.5076  S8 1.482
3 S 1.4477 -0.7263 -6.8727  O34 1.474, C66 1.883, C72 1.831, O120 1.456
4 H -3.0217 6.1793 -6.9140  C119 1.090
5 H -0.5435 -5.5139 6.6921  C45 1.090
6 H -2.8829 7.5024 -5.6962  C119 1.090
7 C 4.1541 -4.6506 2.8185  C71 1.507, C74 1.514, H98 1.090, H102 1.090
8 S -6.9726 2.0022 2.8834  O2 1.482, O69 1.469, C108 1.841, C117 1.850
9 H -1.9136 -4.6525 7.3910  C45 1.090
10 H -2.0024 1.6069 -1.5767  C30 1.090
11 H 3.8989 3.6757 1.9711  C122 1.090
12 O 4.3999 5.3680 -2.1400  S24 1.458
13 H 3.9335 -2.3162 -6.1278  C62 1.090
14 H -0.2763 2.2372 -1.4572  C30 1.090
15 H 0.9146 -7.4665 -2.4545  C44 1.090
16 H -2.6159 5.4548 0.5934  C128 1.090
17 C -0.1901 -7.5315 -0.6108  H19 1.090, C44 1.561, C46 1.535, H105 1.090
18 O 1.0525 -9.9296 1.1104  S35 1.447
19 H -0.9689 -6.8815 -1.0098  C17 1.090
20 H -2.4331 6.1411 2.2385  C128 1.090
21 H -2.1638 8.3117 2.4558  C91 1.090
22 H 0.0045 -1.4066 -0.7637  C41 1.090
23 H 3.9534 6.2464 2.3574  C123 1.090
24 S 5.3235 5.3263 -1.0131  O12 1.458, C43 1.858, O109 1.473, C113 1.872
25 H -3.5715 9.3117 1.9160  C91 1.090
26 H -0.4088 9.3066 -6.9436  C47 1.090
27 H -1.4468 -9.1955 0.1947  C46 1.090
28 H 1.7530 -6.5801 -1.2846  C44 1.090
29 H 3.6659 0.0596 -6.2024  C72 1.090
30 C -0.9449 1.3764 -1.4473  H10 1.090, H14 1.090, C51 1.559, H56 1.090
31 H 1.4869 -3.1276 -7.1490  C66 1.090
32 O -2.0383 7.1187 -9.0173  S93 1.460
33 O -2.9255 9.1291 -7.7790  S93 1.467
34 O 1.8353 -0.6823 -8.2939  S3 1.474
35 S 0.8662 -9.9032 -0.3248  O18 1.447, C46 1.875, O99 1.488, C121 1.811
36 H -4.5943 0.4515 4.1816  C86 1.090
37 H -1.0755 -8.7710 7.0593  C124 1.090
38 H -1.2339 -1.4739 0.5573  C41 1.090
39 H 3.4756 -1.2676 3.4213  C96 1.090
40 H -2.7294 -6.5974 8.4876  C97 1.090
41 C -0.8842 -0.9474 -0.3308  H1 1.090, H22 1.090, H38 1.090, C51 1.527
42 H 2.5340 0.9288 -5.3963  C72 1.090
43 C 4.7771 3.8959 0.0393  S24 1.858, H107 1.090, H114 1.090, C122 1.487
44 C 1.1598 -7.4882 -1.3926  H15 1.090, C17 1.561, H28 1.090, C121 1.495
45 C -1.5587 -5.6321 7.0709  H5 1.090, H9 1.090, S60 1.844, C97 1.558
46 C -0.7348 -8.9665 -0.5981  C17 1.535, H27 1.090, S35 1.875, H127 1.090
47 C -0.2956 8.3740 -7.4964  H26 1.090, S93 1.792, H95 1.090, C106 1.493
48 H 5.7689 7.0738 0.4954  C113 1.090
49 H 2.4745 -9.1790 -1.8753  C121 1.090
50 H 0.9607 -2.6447 -5.5039  C66 1.090
51 C -0.6420 0.5502 -0.1609  C30 1.559, C41 1.527, O76 1.250
52 C -5.9581 -0.5268 2.8264  H78 1.090, C86 1.535, H88 1.090, C117 1.543
53 H -6.5053 0.7402 1.0139  C117 1.090
54 C -2.0521 8.9730 -0.6782  O57 1.354, O58 1.247, O79 1.342
55 H 6.2055 -4.2432 3.2584  C71 1.090
56 H -0.9140 0.9884 -2.4654  C30 1.090
57 O -2.7567 7.8209 -0.5833  C54 1.354, C104 1.433
58 O -1.5254 9.2870 -1.7635  C54 1.247
59 H -4.1946 7.3678 0.8892  C104 1.090
60 S -2.6682 -6.0072 5.6472  C45 1.844, O67 1.434, C73 1.864, O116 1.430
61 H -1.0278 -6.9026 8.7522  C97 1.090
62 C 3.0517 -2.5293 -5.5236  H13 1.090, C63 1.464, C66 1.549, H110 1.090
63 C 3.0074 -1.2846 -4.7535  C62 1.464, C72 1.546, H77 1.090, H94 1.090
64 O 4.3208 -2.0982 0.9640  S84 1.474
65 H 3.3443 -4.0308 4.7547  C74 1.090
66 C 1.7044 -2.4970 -6.2870  S3 1.883, H31 1.090, H50 1.090, C62 1.549
67 O -3.9658 -5.4699 5.9380  S60 1.434
68 H -3.6478 -8.1337 5.4075  C73 1.090
69 O -6.1964 3.2473 2.9556  S8 1.469
70 H 4.6218 -1.9652 4.4754  C96 1.090
71 C 5.5123 -4.1290 2.4250  C7 1.507, H55 1.090, H82 1.090, S84 1.893
72 C 2.7103 -0.1021 -5.7035  S3 1.831, H29 1.090, H42 1.090, C63 1.546
73 C -2.6655 -7.8648 5.7958  S60 1.864, H68 1.090, H112 1.090, C124 1.594
74 C 3.5147 -3.6426 3.7505  C7 1.514, H65 1.090, H90 1.090, C96 1.573
75 H -7.5622 0.5720 4.8949  C108 1.090
76 O -0.3581 1.0729 0.9382  C51 1.250
77 H 2.4246 -1.5743 -3.8791  C63 1.090
78 H -5.2485 -1.1858 2.3261  C52 1.090
79 O -1.9493 9.4735 0.5630  C54 1.342, C91 1.500
80 H -5.4359 -0.5584 5.0562  C86 1.090
81 H 5.4536 5.3215 2.1725  C123 1.090
82 H 6.0303 -4.3982 1.5045  C71 1.090
83 O 6.3920 -1.4246 2.3380  S84 1.486
84 S 5.1978 -2.2852 2.1337  O64 1.474, C71 1.893, O83 1.486, C96 1.835
85 C -0.9656 6.3722 -6.0187  H89 1.090, C106 1.628, H111 1.090, C119 1.522
86 C -5.6200 0.0829 4.1943  H36 1.090, C52 1.535, H80 1.090, C108 1.585
87 H 4.0750 7.1801 0.0999  C113 1.090
88 H -6.8412 -1.1656 2.8435  C52 1.090
89 H -0.7979 6.1326 -4.9686  C85 1.090
90 H 2.4746 -3.5764 3.4311  C74 1.090
91 C -2.7149 8.7134 1.6056  H21 1.090, H25 1.090, O79 1.500, C104 1.525
92 H -6.5195 1.9042 5.2784  C108 1.090
93 S -2.0105 7.9841 -7.8412  O32 1.460, O33 1.467, C47 1.792, C119 1.845
94 H 3.9988 -1.2081 -4.3069  C63 1.090
95 H 0.2634 8.6273 -8.3972  C47 1.090
96 C 4.0576 -2.1776 3.5673  H39 1.090, H70 1.090, C74 1.573, S84 1.835
97 C -1.8014 -6.8699 7.9850  H40 1.090, C45 1.558, H61 1.090, C124 1.615
98 H 3.5849 -4.5975 1.8904  C7 1.090
99 O 0.8092 -11.1852 -1.0785  S35 1.488
100 H 0.6533 7.8817 -5.6651  C106 1.090
101 H 0.9871 6.8535 -7.1025  C106 1.090
102 H 4.1186 -5.7009 3.1076  C7 1.090
103 H 2.9280 4.5901 0.9447  C122 1.090
104 C -3.1205 7.5067 0.7663  O57 1.433, H59 1.090, C91 1.525, C128 1.479
105 H 0.1370 -7.2977 0.4023  C17 1.090
106 C 0.2201 7.3669 -6.5226  C47 1.493, C85 1.628, H100 1.090, H101 1.090
107 H 5.8130 3.6231 0.2406  C43 1.090
108 C -6.7348 1.1656 4.5062  S8 1.841, H75 1.090, C86 1.585, H92 1.090
109 O 6.7678 5.3120 -1.3043  S24 1.473
110 H 3.3414 -3.3406 -4.8557  C62 1.090
111 H -0.7628 5.5013 -6.6419  C85 1.090
112 H -1.8937 -8.2609 5.1358  C73 1.090
113 C 4.8609 6.4808 0.3853  S24 1.872, H48 1.090, H87 1.090, C123 1.536
114 H 4.4775 3.0226 -0.5400  C43 1.090
115 H -4.9095 1.0095 1.9319  C117 1.090
116 O -2.1085 -5.6509 4.3809  S60 1.430
117 C -5.9681 0.7513 1.9622  S8 1.850, C52 1.543, H53 1.090, H115 1.090
118 H -1.2622 6.4349 0.9286  C128 1.090
119 C -2.3496 6.8723 -6.4080  H4 1.090, H6 1.090, C85 1.522, S93 1.845
120 O 0.1004 -0.2708 -6.5607  S3 1.456
121 C 1.9925 -8.6770 -1.0364  S35 1.811, C44 1.495, H49 1.090, H126 1.090
122 C 3.9789 4.4207 1.1794  H11 1.090, C43 1.487, H103 1.090, C123 1.460
123 C 4.5599 5.6726 1.6567  H23 1.090, H81 1.090, C113 1.536, C122 1.460
124 C -2.0296 -8.2637 7.2024  H37 1.090, C73 1.594, C97 1.615, H125 1.090
125 H -2.7584 -8.8692 7.7412  C124 1.090
126 H 2.8040 -8.5480 -0.3203  C121 1.090
127 H -1.1211 -9.2023 -1.5897  C46 1.090
128 C -2.3198 6.3304 1.1711  H16 1.090, H20 1.090, C104 1.479, H118 1.090